No. 1
Computed, not measured: 5 unconnected molecules or ions with the total composition C30H40BClF17NO16S in a non-equilibrium geometry, with the ωB97M-V functional and the def2-TZVPD basis.

The charge is 0. The SMILES is CC[C@@H]1[C@](C[C@H](O)C(F)(F)F)(B(O)O)C[C@](CCCCl)(N(C(=O)F)C(=O)F)OS1(=O)=O.CCOC(=O)C(F)(F)F.CCOC(=O)C(F)(F)F.CCOC(=O)C(F)(F)F.CCOC(=O)C(F)(F)F. The lowest unoccupied orbital energy comes out at 0.252 eV. The calculation puts the largest force on an atom at 0.073 Eh/bohr.

CARTESIAN COORDINATES (ANGSTROEM)
Cl: 1.60 -1.58 -1.58
S: -2.82 -2.35 3.10
F: -2.17 -4.95 -0.13
F: -1.79 2.36 -0.74
F: -5.78 2.36 4.25
F: 2.82 1.46 0.41
F: 2.67 5.61 -5.25
F: -7.66 2.85 3.40
F: 1.89 4.37 -6.84
F: 4.95 1.71 0.62
F: -1.64 4.06 0.57
F: 0.01 2.67 0.42
F: 3.61 2.73 1.97
F: 5.37 -2.08 -1.29
F: 4.02 4.64 -6.65
F: -5.59 -2.69 -1.24
F: 7.01 -3.16 -0.40
F: -7.35 0.82 3.94
F: 4.98 -3.69 0.10
O: 6.73 -4.67 -2.67
O: 4.50 -4.61 -2.37
O: -6.09 -2.10 3.20
O: 2.07 2.46 -4.88
O: -6.17 3.03 1.44
O: -1.42 -2.33 3.47
O: 4.98 0.36 2.94
O: -0.36 3.81 -2.58
O: -6.83 -1.35 1.11
O: -3.09 -3.00 1.63
O: -4.95 -4.39 -0.11
O: 4.10 3.26 -4.35
O: -3.50 -3.20 4.03
O: 0.25 5.22 -0.94
O: 2.94 -0.41 2.40
O: -1.89 -4.00 -2.01
N: -3.31 -2.86 -0.70
C: -3.79 -0.80 0.54
C: 2.94 3.26 -5.02
C: 5.76 -4.28 -2.09
C: 0.45 -0.46 -0.67
C: -3.09 0.89 5.02
C: -2.93 -2.09 0.53
C: -4.53 -0.41 1.88
C: -0.09 6.95 -2.63
C: -1.41 -1.74 0.43
C: 5.13 -0.69 3.91
C: -0.34 4.13 -1.43
C: -4.00 -0.27 4.48
C: 3.81 1.57 1.31
C: 4.58 -6.94 -3.09
C: -6.22 1.69 1.96
C: 5.79 -3.30 -0.91
C: -4.77 1.15 1.82
C: 2.88 4.48 -5.95
C: -1.00 -1.05 -0.89
C: -0.95 3.30 -0.29
C: -2.41 -3.95 -0.98
C: 0.90 6.06 -1.91
C: 4.27 2.20 -3.40
C: -3.49 -0.66 3.06
C: 5.53 -1.99 3.24
C: 3.84 0.37 2.26
C: 4.69 0.91 -4.08
C: -6.72 1.88 3.43
C: -4.63 -3.40 -0.61
C: 4.32 -5.50 -3.49
B: -5.85 -1.32 2.10
H: 5.91 -0.37 4.60
H: 5.06 2.52 -2.72
H: 4.21 -0.81 4.50
H: 0.42 7.64 -3.30
H: 5.72 -2.77 3.99
H: -0.92 -1.71 -1.76
H: 1.49 5.47 -2.61
H: -6.19 -3.04 2.98
H: 3.28 -5.39 -3.80
H: 0.73 -0.61 0.39
H: -1.62 -0.17 -1.14
H: -5.52 3.52 1.96
H: -2.63 0.01 2.81
H: 3.37 2.06 -2.81
H: -3.87 -1.08 5.22
H: -0.79 6.35 -3.22
H: -0.78 -2.63 0.63
H: -1.16 -1.04 1.25
H: -0.68 7.52 -1.91
H: 3.96 -7.22 -2.23
H: 4.75 -2.35 2.57
H: 5.59 1.06 -4.69
H: -3.34 1.87 4.59
H: -4.40 1.57 0.86
H: -5.06 0.00 4.52
H: -2.04 0.67 4.76
H: -6.59 -0.74 0.39
H: -4.16 1.66 2.59
H: 0.55 0.58 -0.98
H: 4.94 -5.20 -4.33
H: -3.13 0.94 6.13
H: -4.55 -0.76 -0.26
H: 4.89 0.14 -3.34
H: -6.98 1.21 1.32
H: 5.62 -7.08 -2.79
H: 6.43 -1.85 2.65
H: 1.60 6.68 -1.35
H: 4.36 -7.61 -3.92
H: 3.91 0.55 -4.75
H: -3.10 0.03 0.32

***

No. 2
Computed, not measured: a molecular structure, C6H11NO in a non-equilibrium geometry, with the ωB97M-V functional and the def2-TZVPD basis.

The charge is 0. The energy above the lowest of the compared OMol25 structures with the same formula, charge and spin comes out at 441.67 kJ/mol. The lowest unoccupied orbital energy comes out at 0.841 eV. The calculation puts the largest force on an atom at 0.053 Eh/bohr.

CARTESIAN COORDINATES (ANGSTROEM)
O: -0.09 0.76 1.04
N: 1.24 0.81 -0.76
C: -1.95 -1.60 0.11
C: 0.56 1.62 0.26
C: 0.53 2.95 0.26
C: 1.17 -1.46 0.81
C: -0.86 -0.88 -0.69
C: 0.33 -0.60 0.19
H: 2.19 0.56 -0.54
H: 1.11 3.51 -0.46
H: -0.52 -1.52 -1.50
H: -1.26 0.04 -1.11
H: -2.28 -0.98 0.95
H: -0.06 3.48 0.99
H: 1.16 1.19 -1.70
H: -1.57 -2.54 0.51
H: 1.95 -1.97 0.27
H: -2.81 -1.81 -0.52
H: 1.17 -1.54 1.88